No. 1
ORCA calculation (wB97M-V/def2-TZVPD) on C35H34BrCdN6O3S2 as an isolated structure at a distorted geometry.

Positions of all 82 atoms, in Å:
Cd: 0.619 0.147 0.069
C: -0.096 3.165 -3.336
C: 0.354 1.937 -2.579
N: -0.076 1.700 -1.386
N: -1.025 2.510 -0.862
C: -1.038 2.683 0.405
S: 0.083 2.207 1.586
S: -2.465 3.652 0.945
C: -1.550 5.202 1.311
C: -1.282 5.958 0.054
C: -2.286 6.736 -0.514
C: -2.063 7.440 -1.683
C: -0.828 7.375 -2.307
C: 0.168 6.579 -1.766
C: -0.056 5.871 -0.597
C: 1.334 1.066 -3.188
C: 1.403 0.988 -4.582
C: 2.358 0.239 -5.229
C: 3.321 -0.427 -4.472
C: 3.302 -0.354 -3.106
C: 2.297 0.357 -2.389
O: 2.356 0.407 -1.116
H: -0.509 3.891 -2.639
H: -0.879 2.896 -4.046
H: 0.741 3.603 -3.876
H: -0.640 4.889 1.824
H: -2.200 5.755 1.987
H: -3.252 6.775 -0.033
H: -2.857 8.038 -2.110
H: -0.648 7.932 -3.217
H: 1.125 6.502 -2.262
H: 0.724 5.243 -0.192
H: 0.661 1.508 -5.175
H: 2.367 0.175 -6.309
H: 4.095 -0.994 -4.976
H: 4.049 -0.860 -2.511
O: -2.507 0.360 1.106
C: -3.363 -0.660 0.928
C: -4.739 -0.476 0.872
C: -5.584 -1.563 0.745
C: -5.064 -2.841 0.655
C: -3.689 -3.024 0.664
C: -2.831 -1.950 0.808
C: -1.319 -2.076 0.672
O: -0.855 -1.319 -0.303
N: -0.726 -1.757 2.008
N: 0.544 -1.465 2.061
C: 1.226 -1.702 3.121
C: 2.622 -1.436 3.243
Br: 3.321 -0.085 2.069
C: 3.462 -2.043 4.109
C: 3.167 -3.201 4.932
C: 3.902 -3.418 6.104
C: 3.670 -4.523 6.901
C: 2.707 -5.456 6.543
C: 1.985 -5.268 5.376
C: 2.216 -4.165 4.578
H: -2.969 1.211 1.073
H: -5.139 0.528 0.919
H: -6.654 -1.411 0.713
H: -5.728 -3.691 0.572
H: -3.272 -4.016 0.540
H: -1.077 -3.170 0.522
H: -1.125 -2.285 2.793
H: 0.742 -2.137 4.003
H: 4.469 -1.663 4.186
H: 4.663 -2.704 6.384
H: 4.238 -4.666 7.811
H: 2.539 -6.332 7.156
H: 1.238 -5.994 5.084
H: 1.691 -4.070 3.641
C: 0.775 -3.087 -4.207
N: 0.232 -2.779 -2.910
C: -1.191 -2.914 -2.716
C: 1.018 -2.650 -1.867
N: 1.730 -2.606 -0.962
H: 0.130 -2.648 -4.973
H: 0.825 -4.173 -4.377
H: 1.773 -2.662 -4.304
H: -1.706 -2.526 -3.595
H: -1.469 -2.316 -1.844
H: -1.485 -3.960 -2.558

Molecular weight ... 843.15 g/mol
Electronic energy ... -5446.52163 Eh
Frontier orbital gap ... 6.79 eV
Net charge ... -1
Relative energy (zero: lowest compared OMol25 entry of this formula, charge and spin) ... 76.5 kJ/mol
E_HOMO ... -4.5 eV

No. 2
ORCA calculation (wB97M-V/def2-TZVPD) on a 8-piece molecular cluster, C35H34Cl2F48O7 overall at a distorted geometry.

Positions of all 126 atoms, in Å:
C: -4.567 1.545 -7.781
C: -5.135 0.145 -7.910
C: -6.668 0.262 -8.127
F: -7.049 1.142 -9.024
F: -7.295 -0.900 -8.408
F: -4.587 -0.433 -9.015
F: -4.907 -0.516 -6.743
O: -5.206 2.131 -6.598
C: -4.754 3.366 -6.156
C: -5.640 3.889 -5.012
F: -5.402 5.087 -4.545
F: -6.955 3.790 -5.353
F: -3.544 3.271 -5.742
F: -4.882 4.267 -7.164
H: -4.817 2.144 -8.656
H: -3.502 1.436 -7.572
H: -7.073 0.543 -7.155
H: -5.534 3.227 -4.152
C: -1.428 2.199 0.647
C: -2.479 3.315 0.710
C: -2.336 4.093 2.008
F: -2.496 3.428 3.182
F: -1.257 4.780 2.096
F: -2.284 4.119 -0.320
F: -3.754 2.860 0.605
O: -1.481 1.446 -0.510
C: -0.711 0.239 -0.566
C: -0.715 -0.231 -2.034
F: -0.539 0.741 -2.922
F: 0.190 -1.127 -2.405
F: 0.551 0.532 -0.237
F: -1.227 -0.642 0.281
H: -1.679 1.562 1.495
H: -0.436 2.640 0.741
H: -3.151 4.814 1.943
H: -1.684 -0.683 -2.247
C: -4.656 -9.239 0.732
C: -5.656 -10.343 1.220
C: -5.309 -10.705 2.715
F: -4.056 -11.148 2.798
F: -5.305 -9.742 3.594
F: -6.892 -10.004 0.989
F: -5.465 -11.418 0.409
O: -4.966 -8.932 -0.599
C: -4.472 -7.726 -1.142
C: -5.072 -7.553 -2.566
F: -4.672 -6.413 -3.072
F: -4.817 -8.533 -3.450
F: -4.858 -6.673 -0.388
F: -3.115 -7.736 -1.220
H: -3.638 -9.629 0.739
H: -4.663 -8.361 1.378
H: -5.900 -11.523 3.129
H: -6.161 -7.503 -2.560
C: 0.243 -8.209 -7.716
C: 1.136 -9.440 -7.905
C: 2.431 -9.401 -7.050
F: 2.274 -8.889 -5.794
F: 3.061 -10.528 -6.958
F: 0.405 -10.542 -7.513
F: 1.461 -9.557 -9.221
O: 1.039 -7.028 -7.995
C: 0.219 -5.866 -8.132
C: 1.111 -4.622 -8.405
F: 1.887 -4.752 -9.489
F: 0.402 -3.540 -8.617
F: -0.642 -6.069 -9.137
F: -0.507 -5.720 -7.031
H: -0.139 -8.245 -6.697
H: -0.616 -8.165 -8.386
H: 3.114 -8.718 -7.555
H: 1.784 -4.526 -7.553
C: 4.608 -1.650 7.716
C: 4.788 -3.169 7.436
C: 3.966 -3.979 8.452
F: 4.024 -5.299 8.538
F: 4.284 -3.559 9.672
F: 4.442 -3.352 6.183
F: 6.053 -3.485 7.603
O: 3.283 -1.230 7.636
C: 2.862 0.083 8.079
C: 1.314 0.180 7.873
F: 1.016 0.087 6.598
F: 0.664 -0.857 8.470
F: 3.187 0.171 9.409
F: 3.564 0.994 7.436
H: 5.218 -1.166 6.953
H: 5.077 -1.400 8.668
H: 2.919 -3.805 8.203
H: 0.976 1.148 8.242
C: 5.743 5.703 3.322
C: 4.589 5.503 2.394
C: 4.120 6.852 1.710
F: 3.120 6.736 0.828
F: 3.887 7.877 2.484
F: 4.857 4.596 1.384
F: 3.606 5.007 3.133
O: 6.799 6.487 2.688
C: 7.427 7.578 3.384
C: 8.428 8.124 2.397
F: 7.834 8.503 1.265
F: 9.122 9.134 2.915
F: 6.513 8.443 3.780
F: 8.044 7.107 4.489
H: 6.174 4.723 3.528
H: 5.460 6.150 4.275
H: 4.991 7.152 1.128
H: 9.143 7.329 2.181
C: 0.342 7.785 7.275
C: 0.292 9.130 6.588
C: 1.609 9.787 7.061
O: 2.390 8.722 7.603
C: 1.516 7.787 8.212
H: 0.624 7.112 6.466
H: -0.588 7.603 7.814
H: -0.596 9.681 6.897
H: 0.424 9.010 5.513
H: 1.517 10.480 7.897
H: 2.138 10.240 6.223
H: 1.172 7.987 9.227
H: 2.051 6.838 8.242
C: 1.981 4.689 -4.794
Cl: 2.113 5.194 -6.460
Cl: 3.574 4.595 -4.070
H: 1.374 5.396 -4.229
H: 1.411 3.761 -4.825

Molecular weight ... 1549.46 g/mol
Electronic energy ... -7594.60098 Eh
Frontier orbital gap ... 9.84 eV
SMILES ... FC(F)C(F)(F)COC(F)(F)C(F)F.FC(F)C(F)(F)COC(F)(F)C(F)F.FC(F)C(F)(F)COC(F)(F)C(F)F.FC(F)C(F)(F)COC(F)(F)C(F)F.FC(F)C(F)(F)COC(F)(F)C(F)F.FC(F)C(F)(F)COC(F)(F)C(F)F.C1CCOC1.ClCCl
E_HOMO ... -9.9 eV

No. 3
ORCA calculation (wB97M-V/def2-TZVPD) on C35H34F6N4NdO4PS2 as an isolated structure at a distorted geometry.

Positions of all 87 atoms, in Å:
Nd: -0.566 -0.163 0.016
C: 4.233 6.719 -0.873
C: 4.638 5.550 -1.495
C: 3.934 4.377 -1.296
C: 2.821 4.350 -0.456
C: 2.417 5.535 0.148
C: 3.114 6.714 -0.060
P: 1.833 2.836 -0.102
C: 3.187 1.783 0.622
C: 4.553 2.047 0.590
C: 5.429 1.332 1.387
C: 4.967 0.343 2.237
C: 3.611 0.069 2.284
C: 2.733 0.789 1.491
C: 1.410 2.256 -1.814
C: 1.772 2.950 -2.964
C: 1.194 2.637 -4.181
C: 0.175 1.706 -4.220
C: -0.205 1.047 -3.061
C: 0.413 1.246 -1.806
H: 4.786 7.632 -1.035
H: 5.509 5.549 -2.134
H: 4.248 3.477 -1.804
H: 1.543 5.532 0.784
H: 2.790 7.629 0.416
H: 4.955 2.833 -0.027
H: 6.483 1.568 1.352
H: 5.661 -0.188 2.870
H: 3.224 -0.679 2.961
H: 1.660 0.606 1.572
H: 2.485 3.759 -2.937
H: 1.501 3.153 -5.079
H: -0.339 1.500 -5.148
H: -1.070 0.385 -3.135
N: 1.840 -1.836 -0.160
C: 2.553 -1.874 -1.442
C: 1.841 -2.766 -2.457
C: 0.554 -2.161 -3.015
N: -0.497 -2.073 -1.992
H: 2.448 -1.412 0.538
H: 1.680 -2.795 0.147
H: 3.582 -2.244 -1.318
H: 2.603 -0.851 -1.824
H: 1.617 -3.730 -1.993
H: 2.520 -2.948 -3.293
H: 0.234 -2.772 -3.874
H: 0.769 -1.148 -3.368
H: -0.685 -3.013 -1.636
H: -1.372 -1.786 -2.437
N: -0.816 1.804 2.042
C: 0.004 1.746 3.195
C: 0.805 2.827 3.538
C: 1.607 2.783 4.663
C: 1.578 1.670 5.483
C: 0.793 0.585 5.141
C: 0.017 0.592 3.989
C: -0.701 -0.635 3.590
C: -1.506 -1.283 4.525
C: -2.114 -2.482 4.211
C: -1.868 -3.065 2.977
C: -1.067 -2.384 2.079
C: -0.463 -1.140 2.293
H: -0.901 2.757 1.694
H: -1.737 1.408 2.228
H: 0.792 3.711 2.918
H: 2.235 3.625 4.912
H: 2.164 1.646 6.387
H: 0.783 -0.298 5.762
H: -1.693 -0.819 5.485
H: -2.771 -2.967 4.916
H: -2.315 -4.016 2.709
H: -1.140 -3.819 0.741
F: -5.648 -1.484 0.713
C: -5.175 -2.588 0.097
F: -5.767 -2.681 -1.090
F: -5.561 -3.637 0.841
S: -3.254 -2.506 0.080
O: -0.853 -2.895 0.778
O: -2.915 -3.541 -0.883
N: -3.167 -1.090 -0.767
S: -3.303 0.175 0.117
O: -2.408 1.198 -0.365
O: -3.122 -0.123 1.515
C: -5.001 1.040 -0.029
F: -4.782 2.290 -0.439
F: -5.599 1.115 1.155
F: -5.834 0.474 -0.898

2S+1 ... 4
Molecular weight ... 928.02 g/mol
Electronic energy ... -4172.43239 Eh
Frontier orbital gap (alpha / beta) ... 8.43 / 8.43 eV
E_HOMO (alpha / beta) ... -8.1 / -8.1 eV

No. 4
ORCA calculation (wB97M-V/def2-TZVPD) on C35H34HoN8O5S as an isolated structure.

Positions of all 84 atoms, in Å:
Ho: -0.626 0.700 -0.379
C: -3.101 3.839 1.173
C: -2.037 2.925 1.691
O: -1.852 1.802 1.200
N: -1.306 3.325 2.735
C: -0.201 2.514 3.246
C: 1.079 2.808 2.500
C: 2.091 3.536 3.104
C: 3.215 3.873 2.366
C: 3.272 3.486 1.040
C: 2.213 2.760 0.517
N: 1.142 2.396 1.227
H: -3.159 3.737 0.091
H: -2.921 4.880 1.439
H: -4.059 3.525 1.593
H: -1.412 4.269 3.066
H: -0.477 1.471 3.125
H: -0.082 2.722 4.306
H: 1.994 3.841 4.139
H: 4.021 4.441 2.816
H: 4.113 3.745 0.411
H: 2.217 2.469 -0.525
C: -4.288 0.554 -3.124
C: -3.036 0.013 -2.496
O: -2.543 0.687 -1.572
C: -2.446 -1.220 -2.973
C: -3.041 -1.910 -4.056
C: -2.512 -3.069 -4.551
C: -1.344 -3.586 -3.961
C: -0.741 -2.948 -2.908
C: -1.266 -1.747 -2.380
O: -0.656 -1.175 -1.388
H: -4.560 1.481 -2.629
H: -5.107 -0.163 -3.034
H: -4.129 0.750 -4.186
H: -3.938 -1.508 -4.510
H: -2.981 -3.578 -5.383
H: -0.914 -4.503 -4.346
H: 0.157 -3.339 -2.443
O: 4.817 -3.710 1.971
C: 3.837 -3.287 2.900
C: 2.890 -2.348 2.208
C: 1.685 -1.998 2.795
C: 0.850 -1.131 2.123
N: 1.146 -0.594 0.937
C: 2.315 -0.918 0.373
C: 3.200 -1.797 0.975
C: 2.619 -0.308 -0.957
C: 3.871 -0.403 -1.536
C: 4.092 0.136 -2.797
C: 5.453 0.011 -3.439
O: 5.841 -1.347 -3.585
C: 3.031 0.752 -3.437
C: 1.815 0.840 -2.779
N: 1.614 0.335 -1.564
H: 5.413 -4.332 2.398
H: 4.291 -2.755 3.741
H: 3.272 -4.128 3.309
H: 1.382 -2.410 3.751
H: -0.118 -0.874 2.535
H: 4.119 -2.088 0.492
H: 4.686 -0.902 -1.028
H: 6.202 0.462 -2.790
H: 5.470 0.549 -4.388
H: 5.298 -1.761 -4.263
H: 3.142 1.176 -4.428
H: 0.973 1.346 -3.234
N: -3.175 5.403 -3.668
C: -2.172 4.975 -3.280
N: -0.997 4.534 -2.861
C: -0.705 3.559 -2.138
N: -0.354 2.662 -1.456
S: -2.449 -1.299 0.944
C: -3.212 -2.072 2.227
N: -3.855 -3.249 1.980
C: -4.525 -3.986 2.903
C: -4.591 -3.569 4.190
C: -3.949 -2.356 4.519
C: -3.284 -1.631 3.573
H: -3.808 -3.562 1.019
H: -4.987 -4.895 2.545
H: -5.122 -4.151 4.928
H: -3.995 -1.994 5.539
H: -2.806 -0.692 3.813

2S+1 ... 5
Molecular weight ... 843.71 g/mol
Electronic energy ... -3514.66476 Eh
Frontier orbital gap (alpha / beta) ... 7.46 / 7.47 eV
Net charge ... +1
Relative energy (zero: lowest compared OMol25 entry of this formula, charge and spin) ... 103.9 kJ/mol
E_HOMO (alpha / beta) ... -10.0 / -10.1 eV

No. 5
ORCA calculation (wB97M-V/def2-TZVPD) on C35H35BrF4IPSi2Ti as an isolated structure.

Positions of all 80 atoms, in Å:
Ti: -0.233 0.298 -1.264
I: -1.056 -0.141 -3.851
C: -1.388 1.713 -2.854
C: -2.586 2.314 -3.206
C: -2.787 3.683 -3.030
C: -1.754 4.466 -2.584
C: -0.539 3.889 -2.165
C: 0.531 4.692 -1.711
C: 1.708 4.143 -1.284
C: 1.822 2.749 -1.163
C: 0.823 1.917 -1.616
C: -0.343 2.477 -2.232
H: -3.368 1.736 -3.684
H: -3.727 4.123 -3.330
H: -1.858 5.543 -2.550
H: 0.396 5.767 -1.696
H: 2.517 4.781 -0.954
H: 2.687 2.332 -0.661
F: 6.629 -3.510 -2.590
C: 5.498 -3.037 -2.118
C: 5.035 -3.448 -0.880
F: 5.725 -4.312 -0.163
C: 3.841 -2.936 -0.404
F: 3.441 -3.342 0.800
C: 3.078 -2.020 -1.122
P: 1.515 -1.470 -0.364
C: 0.511 -2.955 -0.117
C: 0.527 -3.750 1.029
C: -0.277 -4.878 1.095
C: -1.087 -5.229 0.022
C: -1.095 -4.455 -1.129
C: -0.301 -3.321 -1.194
C: 2.035 -0.804 1.243
C: 3.264 -0.147 1.319
C: 3.686 0.405 2.519
C: 2.885 0.307 3.648
C: 1.654 -0.329 3.573
C: 1.222 -0.876 2.374
C: 3.574 -1.611 -2.364
Br: 2.695 -0.342 -3.436
C: 4.765 -2.115 -2.853
F: 5.236 -1.726 -4.026
H: 1.173 -3.507 1.860
H: -0.259 -5.494 1.983
H: -1.704 -6.115 0.080
H: -1.710 -4.737 -1.973
H: -0.282 -2.736 -2.111
H: 3.909 -0.087 0.449
H: 4.646 0.899 2.575
H: 3.221 0.725 4.588
H: 1.030 -0.408 4.454
H: 0.259 -1.372 2.335
C: -3.429 -1.242 -1.343
Si: -3.047 -0.420 0.300
C: -4.426 0.793 0.610
C: -2.890 -1.752 1.598
C: -1.334 0.487 0.297
Si: -1.250 1.964 1.549
C: -2.358 3.332 0.905
C: -1.833 1.320 3.206
C: 0.494 2.603 1.775
H: -4.348 -1.814 -1.188
H: -2.678 -1.952 -1.687
H: -3.639 -0.523 -2.137
H: -5.369 0.242 0.566
H: -4.465 1.564 -0.163
H: -4.381 1.286 1.579
H: -3.836 -2.288 1.698
H: -2.627 -1.356 2.579
H: -2.130 -2.483 1.305
H: -0.612 -0.283 0.697
H: -3.288 3.394 1.470
H: -2.623 3.200 -0.147
H: -1.849 4.294 1.003
H: -2.849 0.929 3.203
H: -1.803 2.148 3.919
H: -1.167 0.541 3.585
H: 0.690 3.462 1.133
H: 1.274 1.860 1.611
H: 0.588 2.945 2.809

Molecular weight ... 873.48 g/mol
Electronic energy ... -6395.16442 Eh
Frontier orbital gap ... 6.97 eV
Net charge ... +2
Relative energy (zero: lowest compared OMol25 entry of this formula, charge and spin) ... 84.1 kJ/mol
E_HOMO ... -14.4 eV

Question: What is the formula in the fifth record?
Answer: C35H35BrF4IPSi2Ti